# C31H42CrN8P

A structure of composition C31H42CrN8P (ωB97M-V/def2-TZVPD, the OMol25 dataset).

Summary:
2S+1: 5
Lowest unoccupied orbital energy (spin up / spin down) in Eh: -0.10317 / -0.10746
Molar mass in g/mol: 609.703
Maximum force in Eh/bohr: 0.013
Gap between HOMO and LUMO (spin up / spin down) in hartree: 0.2342 / 0.2565
Total charge: +1
Energy above the lowest of the compared OMol25 structures with the same formula, charge and spin in kcal per mole: 11.0
⟨S²⟩: 6.03
Electronic energy in Ha: -3030.2071

Geometry as XYZ:
```
83
C31H42CrN8P | the OMol25 dataset | ωB97M-V/def2-TZVPD
Cr 0.0606 -0.3648 0.2357
C -2.4822 4.4589 2.7133
N -1.5457 3.3433 2.8157
C -1.4189 2.7821 4.1496
C -1.2819 2.5045 1.7534
N -1.0561 1.2506 1.8126
N -1.2438 3.1487 0.5120
C -0.6457 2.7161 -0.6546
N -0.7837 3.6189 -1.6761
N 0.0054 1.6144 -0.7724
H -2.3077 5.1350 3.5467
H -3.5243 4.1257 2.7499
H -2.3445 5.0460 1.8073
H -1.2915 3.5996 4.8551
H -0.5331 2.1522 4.2076
H -2.2971 2.1988 4.4530
H -1.1527 0.8898 2.7534
H -1.5637 4.0963 0.4970
H -1.5109 4.3107 -1.6218
H -0.6140 3.2757 -2.6058
H 0.3522 1.5234 -1.7205
C 3.6568 0.7951 2.5472
C 3.6358 -0.1267 3.5756
C 2.5574 -0.9908 3.6858
C 1.5325 -0.9207 2.7591
N 1.5770 -0.0564 1.7464
C 2.6072 0.7879 1.6501
C 0.2883 -1.7500 2.8390
C 0.0013 -2.5543 3.9243
C -1.2290 -3.1889 3.9950
C -2.1368 -2.9896 2.9775
C -1.7608 -2.2046 1.9015
N -0.5654 -1.6112 1.8191
H 4.4702 1.5002 2.4352
H 4.4494 -0.1740 4.2889
H 2.5189 -1.7120 4.4898
H 2.5775 1.4722 0.8091
H 0.7225 -2.6753 4.7196
H -1.4762 -3.8175 4.8415
H -3.1212 -3.4376 3.0022
H -2.4190 -2.0496 1.0590
C 3.4079 -1.9578 -0.2372
P 2.2305 -1.0414 -1.3248
C 1.8930 -2.3506 -2.5649
C 3.4068 0.0325 -2.2549
C 4.5242 -0.4879 -2.9121
C 5.3695 0.3344 -3.6409
C 5.1172 1.6999 -3.7251
C 4.0279 2.2368 -3.0591
C 3.1847 1.4063 -2.3278
H 4.0995 -2.5642 -0.8226
H 2.8395 -2.6223 0.4192
H 3.9805 -1.2653 0.3792
H 2.7894 -2.5779 -3.1387
H 1.0962 -2.0315 -3.2383
H 1.5536 -3.2518 -2.0545
H 4.7502 -1.5469 -2.8581
H 6.2272 -0.0916 -4.1482
H 5.7738 2.3400 -4.3015
H 3.8329 3.3018 -3.1034
H 2.3571 1.8471 -1.7828
C -4.9119 -0.0482 -2.4900
N -3.7571 0.5707 -1.8637
C -3.7850 0.3692 -0.4253
C -2.4747 0.1861 -2.4702
C -1.9848 -1.2249 -2.1985
C -2.5100 -2.2296 -3.0207
C -2.2032 -3.5673 -2.8282
C -1.3345 -3.9046 -1.8007
C -0.7960 -2.8992 -1.0084
C -1.0820 -1.5207 -1.1494
H -5.8212 0.3954 -2.0798
H -4.9632 -1.1341 -2.3231
H -4.8992 0.1379 -3.5653
H -4.5804 0.9766 0.0168
H -2.8333 0.6569 0.0179
H -3.9740 -0.6820 -0.1489
H -1.7385 0.8902 -2.1035
H -2.5775 0.3403 -3.5476
H -3.1687 -1.9527 -3.8395
H -2.6248 -4.3296 -3.4739
H -1.0618 -4.9418 -1.6318
H -0.0864 -3.2204 -0.2468
```

Per-atom Löwdin charges, elementary charge units:
1 Cr 0.51
2 C -0.04
3 N -0.16
4 C -0.05
5 C -0.41
6 N 0.14
7 N 0.16
8 C -0.48
9 N 0.17
10 N 0.07
11 H 0.09
12 H 0.10
13 H 0.08
14 H 0.09
15 H 0.09
16 H 0.10
17 H 0.05
18 H 0.11
19 H 0.11
20 H 0.11
21 H 0.05
22 C -0.04
23 C -0.03
24 C 0.01
25 C -0.21
26 N 0.01
27 C -0.12
28 C -0.20
29 C 0.01
30 C -0.03
31 C -0.02
32 C -0.08
33 N 0.01
34 H 0.12
35 H 0.12
36 H 0.11
37 H 0.11
38 H 0.11
39 H 0.12
40 H 0.12
41 H 0.11
42 C -0.25
43 P 0.93
44 C -0.25
45 C -0.36
46 C -0.10
47 C -0.07
48 C -0.08
49 C -0.08
50 C -0.11
51 H 0.04
52 H 0.04
53 H 0.03
54 H 0.04
55 H 0.05
56 H 0.04
57 H 0.10
58 H 0.11
59 H 0.11
60 H 0.11
61 H 0.07
62 C -0.11
63 N -0.25
64 C -0.10
65 C -0.18
66 C -0.24
67 C -0.06
68 C -0.09
69 C -0.10
70 C -0.21
71 C -0.20
72 H 0.08
73 H 0.08
74 H 0.09
75 H 0.09
76 H 0.05
77 H 0.08
78 H 0.07
79 H 0.12
80 H 0.11
81 H 0.10
82 H 0.10
83 H 0.08

---

# CH4N2S2

An isolated molecule of CH4N2S2 at a distorted geometry (ωB97M-V/def2-TZVPD, the OMol25 dataset).

Summary:
Lowest unoccupied orbital energy in Eh: 0.01789
Molar mass in g/mol: 108.191
Maximum force in Eh/bohr: 0.068
Gap between HOMO and LUMO in hartree: 0.3360
Energy above the lowest of the compared OMol25 structures with the same formula, charge and spin in kcal per mole: 9.2
Electronic energy in Ha: -946.3719

Geometry as XYZ:
```
9
CH4N2S2 | the OMol25 dataset | ωB97M-V/def2-TZVPD
N 1.5920 1.3704 -0.0007
C 0.7316 0.3024 -0.0597
S 1.0831 -1.2661 -0.0116
N -0.5613 0.8419 -0.1512
S -1.9267 -0.0730 -0.0072
H 2.5998 1.1221 0.1975
H 1.3335 2.2433 0.4124
H -0.5578 1.7460 0.2620
H -1.4827 -0.9878 0.8513
```

Per-atom natural (NBO) charges, elementary charge units:
1 N -0.81
2 C 0.22
3 S -0.14
4 N -0.76
5 S 0.21
6 H 0.41
7 H 0.38
8 H 0.38
9 H 0.11

---

# C8H21N2

A cluster of 2 separate species, C8H21N2 in total at a distorted geometry (ωB97M-V/def2-TZVPD, the OMol25 dataset).

Summary:
Lowest unoccupied orbital energy in Eh: -0.15025
Molar mass in g/mol: 145.270
Maximum force in Eh/bohr: 0.082
Gap between HOMO and LUMO in hartree: 0.2798
Total charge: +1
Energy above the lowest of the compared OMol25 structures with the same formula, charge and spin in kcal per mole: 2.2
Electronic energy in Ha: -426.6094

Geometry as XYZ:
```
31
C8H21N2 | the OMol25 dataset | ωB97M-V/def2-TZVPD
C 1.3832 1.5443 -0.8832
C 0.9827 1.1787 3.9311
C -0.8154 -3.2964 -1.3665
C -2.0401 -1.1994 -1.6146
C 0.0294 -1.6298 -2.8906
C 0.2688 1.9649 0.0710
C 1.0658 1.9722 2.5572
C 0.2306 1.4565 1.4583
N -0.6403 0.4984 1.6358
N -0.6972 -1.8617 -1.6009
H 1.1277 0.5159 -1.3898
H 1.3167 2.2921 -1.6304
H 2.4486 1.6668 -0.4692
H 1.2415 1.8711 4.6866
H 0.0090 0.7244 4.0660
H 1.7854 0.3148 3.8220
H -1.3145 -3.3664 -0.3522
H -1.3770 -3.7289 -2.2168
H 0.2698 -3.5922 -1.3643
H -2.6334 -1.6052 -2.3604
H -2.4041 -1.2151 -0.6350
H -1.8967 -0.1313 -1.9091
H 1.0113 -1.9314 -2.6463
H -0.3028 -2.0879 -3.8597
H 0.1616 -0.4985 -3.0791
H 0.2742 3.0322 0.1786
H -0.7331 1.7533 -0.2997
H 2.1306 2.2240 2.1064
H 0.8154 3.0144 2.6600
H -1.0526 0.0618 0.8605
H -0.6451 0.0586 2.5346
```

Per-atom natural (NBO) charges, elementary charge units:
1 C -0.61
2 C -0.60
3 C -0.42
4 C -0.42
5 C -0.44
6 C -0.49
7 C -0.52
8 C 0.55
9 N -0.63
10 N -0.45
11 H 0.25
12 H 0.24
13 H 0.23
14 H 0.25
15 H 0.20
16 H 0.24
17 H 0.20
18 H 0.18
19 H 0.21
20 H 0.19
21 H 0.18
22 H 0.18
23 H 0.20
24 H 0.20
25 H 0.19
26 H 0.25
27 H 0.23
28 H 0.29
29 H 0.28
30 H 0.43
31 H 0.42

---

# C10H14CoN2P

A structure of composition C10H14CoN2P at a distorted geometry (ωB97M-V/def2-TZVPD, the OMol25 dataset).

Summary:
2S+1: 5
Lowest unoccupied orbital energy (spin up / spin down) in Eh: 0.01388 / -0.06122
Molar mass in g/mol: 252.143
Maximum force in Eh/bohr: 0.081
Gap between HOMO and LUMO (spin up / spin down) in hartree: 0.1650 / 0.2203
⟨S²⟩: 6.06
Electronic energy in Ha: -2222.8520

Geometry as XYZ:
```
28
C10H14CoN2P | the OMol25 dataset | ωB97M-V/def2-TZVPD
C 2.0623 1.8555 -0.9394
C 3.2587 1.1700 -1.3547
C 3.0130 0.6435 -2.6635
C 1.7174 1.0725 -3.1011
C 1.1162 1.8202 -2.0476
Co -1.0784 0.9734 1.0430
P -0.2265 2.0172 2.7558
H 1.8381 2.2787 0.0380
H 4.1172 0.9964 -0.7155
H 3.7060 0.0218 -3.2148
H 0.1091 2.2492 -2.0724
H 1.3180 0.9334 -4.0997
H -1.2933 2.7916 3.3773
H 0.8198 3.0333 2.6701
H 0.2277 1.2082 3.8540
N -2.8468 0.0050 1.3390
C -2.0533 -1.0889 0.8796
C -2.2634 -2.4032 1.1133
C -1.4278 -3.3293 0.4585
C -0.4152 -2.8399 -0.3726
C -0.1579 -1.4593 -0.4527
N -0.9645 -0.5838 0.2266
H -3.5176 0.4126 0.6717
H -3.2710 -0.0650 2.2648
H -3.0573 -2.7041 1.7901
H -1.5686 -4.4131 0.5898
H 0.2044 -3.5308 -0.9464
H 0.6337 -1.0648 -1.0915
```

Per-atom natural (NBO) charges, elementary charge units:
1 C -0.11
2 C -0.37
3 C -0.06
4 C -0.31
5 C -0.23
6 Co 0.65
7 P 0.01
8 H 0.20
9 H 0.22
10 H 0.21
11 H 0.22
12 H 0.22
13 H 0.01
14 H 0.02
15 H 0.03
16 N -0.90
17 C 0.27
18 C -0.29
19 C -0.33
20 C -0.24
21 C -0.05
22 N -0.78
23 H 0.39
24 H 0.40
25 H 0.21
26 H 0.20
27 H 0.21
28 H 0.20

---

# C23H22N6O3

An isolated molecule of C23H22N6O3 at a distorted geometry (ωB97M-V/def2-TZVPD, the OMol25 dataset).

Summary:
Lowest unoccupied orbital energy in Eh: 0.01504
Molar mass in g/mol: 430.468
Maximum force in Eh/bohr: 0.029
Gap between HOMO and LUMO in hartree: 0.3091
Energy above the lowest of the compared OMol25 structures with the same formula, charge and spin in kcal per mole: 40.1
Electronic energy in Ha: -1443.9087

Geometry as XYZ:
```
54
C23H22N6O3 | the OMol25 dataset | ωB97M-V/def2-TZVPD
C 7.3027 0.1207 -0.1152
C 5.8512 0.4380 0.0721
C 5.3710 1.7188 -0.1789
C 4.0362 2.0266 0.0023
C 3.1497 1.0530 0.4519
C 1.7038 1.3229 0.6786
O 1.0746 0.8020 1.5833
N 1.1405 2.1890 -0.1971
C -0.2744 2.4646 -0.2118
C -0.9625 1.8157 -1.4228
C -2.4229 2.0586 -1.3828
N -3.1301 2.8173 -2.1904
N -4.4077 2.7835 -1.8282
C -4.5064 1.9942 -0.7773
C -5.5882 1.5674 0.0225
C -5.3150 0.7115 1.0386
C -3.9628 0.2804 1.2737
N -3.6935 -0.5376 2.3196
C -2.3727 -1.1186 2.4690
C -1.9559 -1.9105 1.2519
C -2.7492 -2.9452 0.7801
C -2.4199 -3.6606 -0.3691
C -1.2693 -3.2942 -1.0227
C -0.4657 -2.2560 -0.5499
C -0.7839 -1.5516 0.5830
O 0.6067 -2.0935 -1.3926
C 0.4574 -3.0700 -2.3993
O -0.7182 -3.8145 -2.1652
N -2.9522 0.6782 0.5395
N -3.2488 1.5106 -0.4557
C 3.6289 -0.2241 0.7245
C 4.9616 -0.5279 0.5274
H 7.7142 0.6691 -0.9597
H 7.4506 -0.9442 -0.2775
H 7.8625 0.4081 0.7755
H 6.0541 2.4840 -0.5197
H 3.6940 3.0360 -0.1783
H 1.6786 2.5032 -0.9888
H -0.6871 2.0480 0.7103
H -0.4378 3.5471 -0.2294
H -0.7763 0.7390 -1.3941
H -0.5702 2.2300 -2.3524
H -6.5805 1.9239 -0.1986
H -6.0940 0.3428 1.6879
H -4.4744 -1.0301 2.7210
H -2.3873 -1.7502 3.3595
H -1.6568 -0.3067 2.6181
H -3.6516 -3.2114 1.3112
H -3.0379 -4.4636 -0.7341
H -0.1624 -0.7518 0.9494
H 1.3285 -3.7454 -2.3912
H 0.3919 -2.5780 -3.3834
H 2.9376 -0.9716 1.0830
H 5.3193 -1.5266 0.7326
```

Per-atom natural (NBO) charges, elementary charge units:
1 C -0.63
2 C 0.00
3 C -0.22
4 C -0.20
5 C -0.09
6 C 0.65
7 O -0.64
8 N -0.60
9 C -0.23
10 C -0.44
11 C 0.30
12 N -0.26
13 N -0.27
14 C 0.22
15 C -0.15
16 C -0.26
17 C 0.38
18 N -0.58
19 C -0.24
20 C -0.03
21 C -0.22
22 C -0.26
23 C 0.22
24 C 0.29
25 C -0.28
26 O -0.50
27 C 0.24
28 O -0.48
29 N -0.32
30 N -0.15
31 C -0.17
32 C -0.22
33 H 0.22
34 H 0.22
35 H 0.22
36 H 0.21
37 H 0.21
38 H 0.40
39 H 0.25
40 H 0.20
41 H 0.23
42 H 0.23
43 H 0.24
44 H 0.22
45 H 0.39
46 H 0.21
47 H 0.23
48 H 0.20
49 H 0.23
50 H 0.26
51 H 0.16
52 H 0.16
53 H 0.23
54 H 0.21

---

- Which formula does entry 4 have?
  C10H14CoN2P

---

- molar mass of number 3 (C8H21N2)?
  145.270 g/mol